{"formula": "C5H14S", "method": "the ωB97M-V functional and the def2-TZVPD basis", "e_homo_ha": -0.306, "largest_force_ev_per_a": 2.071, "smiles": "CCSC.CC", "e_above_lowest_kcal_mol": 26.4, "lumo_ev": 0.935, "elements": ["C", "S", "H", "H", "H", "H", "C", "C", "H", "H", "H", "H", "H", "H", "C", "H", "C", "H", "H", "H"], "positions_angstrom": [[0.218, -1.283, 1.001], [-0.106, -1.841, -0.728], [-0.416, 2.993, -1.115], [-1.357, -0.532, -2.172], [-1.239, -1.102, 2.593], [0.750, 1.849, -0.350], [-0.474, -0.294, -1.594], [1.072, 3.840, 0.156], [-0.646, 0.578, -0.973], [1.237, -1.613, 1.168], [-0.732, 2.610, 0.488], [1.823, 3.822, -0.640], [0.634, 4.826, 0.279], [-0.011, -0.244, 1.044], [-0.803, -1.888, 1.977], [-1.670, -2.295, 1.431], [0.105, 2.702, -0.205], [0.297, 0.048, -2.286], [1.704, 3.599, 1.015], [-0.686, -2.824, 2.533]], "forces_ev_per_angstrom": [[-0.810, -1.883, -0.297], [0.201, 0.380, 0.221], [0.272, -0.323, -0.463], [-0.258, 0.317, -0.182], [0.255, -0.196, 0.423], [-0.500, -0.552, 0.060], [0.009, 0.028, -0.492], [0.747, -0.689, -0.185], [-0.402, -0.460, 0.373], [0.151, 0.661, 0.498], [0.419, -0.569, 0.449], [-0.176, 0.629, -0.180], [-0.044, 0.005, -0.081], [0.769, 0.891, -0.173], [-1.727, -0.843, -0.420], [0.035, 0.764, -0.475], [-0.082, 1.722, 0.181], [0.231, -0.421, -0.001], [-0.468, 0.056, 0.350], [1.377, 0.483, 0.395]], "nbo_charge": [-0.515, 0.155, 0.205, 0.223, 0.209, 0.209, -0.751, -0.604, 0.226, 0.225, 0.206, 0.201, 0.206, 0.221, -0.651, 0.224, -0.622, 0.211, 0.201, 0.223]}

{"formula": "C5H14Si", "method": "the ωB97M-V functional and the def2-TZVPD basis", "e_homo_ha": -0.388, "largest_force_ev_per_a": 0.201, "smiles": "CCCCC[SiH3]", "e_above_lowest_kcal_mol": 3.5, "lumo_ev": 1.163, "elements": ["H", "H", "H", "H", "C", "H", "H", "H", "C", "H", "H", "C", "C", "H", "H", "H", "H", "H", "C", "Si"], "positions_angstrom": [[2.381, -2.316, -0.356], [3.050, -0.862, 0.379], [-0.202, 2.298, 0.803], [1.905, 1.145, 0.450], [-1.518, 0.954, -0.265], [1.634, -1.631, 1.083], [-2.202, 1.802, -0.188], [0.240, -0.978, -0.799], [-0.227, 1.241, 0.531], [-2.875, -0.318, 1.736], [-1.299, 0.853, -1.332], [2.119, -1.379, 0.137], [1.069, 0.931, -0.222], [1.161, 1.638, -1.050], [1.606, -0.502, -1.763], [-0.232, 0.696, 1.482], [-3.694, -0.744, -0.487], [-1.666, -1.780, 0.277], [1.224, -0.509, -0.741], [-2.473, -0.539, 0.326]], "forces_ev_per_angstrom": [[-0.058, -0.023, -0.002], [0.023, -0.010, -0.051], [-0.004, 0.002, 0.049], [0.044, 0.081, -0.041], [0.087, 0.051, -0.073], [-0.025, 0.046, 0.008], [-0.025, 0.020, -0.006], [-0.005, -0.032, -0.116], [0.027, -0.062, 0.047], [0.003, -0.026, -0.018], [0.019, -0.002, -0.010], [0.044, 0.019, 0.067], [0.073, 0.000, -0.002], [-0.065, -0.023, -0.042], [0.103, 0.052, 0.016], [0.007, -0.035, 0.002], [0.004, -0.003, 0.006], [0.015, 0.010, 0.001], [-0.170, -0.031, 0.104], [-0.100, -0.032, 0.062]], "nbo_charge": [0.209, 0.199, 0.209, 0.201, -0.865, 0.202, 0.240, 0.200, -0.390, -0.171, 0.234, -0.603, -0.392, 0.199, 0.202, 0.191, -0.168, -0.175, -0.408, 0.886]}

{"formula": "C5H15BrN3O2", "method": "the ωB97M-V functional and the def2-TZVPD basis", "e_homo_ha": -0.155, "largest_force_ev_per_a": 5.069, "total_charge": -1, "e_above_lowest_kcal_mol": 16.1, "lumo_ev": 3.220, "elements": ["O", "H", "N", "H", "H", "C", "C", "H", "H", "H", "H", "H", "H", "H", "C", "C", "H", "Br", "H", "N", "C", "H", "H", "H", "N", "O"], "positions_angstrom": [[2.071, -1.116, 1.444], [0.755, -1.380, -0.132], [-0.823, 1.850, -2.710], [0.100, 2.231, -2.863], [-1.276, -1.871, 3.261], [-0.281, -0.681, 1.668], [-0.645, -1.996, 2.381], [-1.784, 4.528, -1.441], [-1.050, -0.692, -0.110], [1.045, 0.298, 0.415], [3.819, -2.097, 0.986], [3.781, -0.451, 0.442], [-0.223, 4.019, -2.033], [2.979, -1.719, -0.461], [3.165, -1.344, 0.546], [-1.634, 2.622, -2.001], [-1.218, -2.729, 1.813], [-1.266, -1.429, -2.504], [-0.290, 0.217, 2.286], [-1.213, 3.851, -1.927], [0.920, -0.737, 0.733], [0.276, -2.446, 2.753], [-1.114, 0.887, -2.808], [-2.009, -1.457, 0.869], [-1.441, -0.623, 0.819], [-2.644, 2.263, -1.425]], "forces_ev_per_angstrom": [[1.220, -0.836, -0.982], [-0.183, -0.127, 0.020], [0.568, -0.340, -0.771], [-0.200, -0.902, -0.418], [0.009, 0.557, 0.165], [-1.996, -2.363, -0.350], [1.921, -0.322, 2.156], [0.359, -0.333, 0.105], [-0.980, 0.486, -0.869], [0.043, 0.195, -0.641], [-0.037, -0.052, 0.309], [-0.084, 0.350, -0.062], [-0.394, 0.418, 0.017], [-0.931, 0.107, 0.012], [0.682, -0.050, 0.973], [-1.558, -2.482, 1.059], [0.622, 0.132, -0.547], [0.157, -0.282, -0.217], [0.500, -0.253, 0.478], [1.508, 4.829, 0.313], [-0.085, 0.690, 1.118], [0.022, -0.491, 0.184], [0.658, -0.774, 0.036], [0.021, 0.314, 0.029], [-0.833, 1.740, -1.837], [-1.007, -0.212, -0.278]], "nbo_charge": [-0.547, 0.203, -0.855, 0.362, 0.201, -0.077, -0.617, 0.394, 0.389, 0.162, 0.173, 0.158, 0.364, 0.184, -0.257, 0.744, 0.201, -0.928, 0.176, -0.841, -0.084, 0.201, 0.453, 0.349, -0.843, -0.666]}

{"formula": "C5H15ClN2Si", "method": "the ωB97M-V functional and the def2-TZVPD basis", "e_homo_ha": -0.318, "largest_force_ev_per_a": 3.636, "smiles": "CN(C)[Si](C)(Cl)N(C)C", "e_above_lowest_kcal_mol": 0.0, "lumo_ev": 0.841, "elements": ["H", "Cl", "C", "C", "H", "H", "H", "H", "H", "H", "C", "H", "H", "H", "H", "H", "C", "Si", "H", "N", "C", "N", "H", "H"], "positions_angstrom": [[0.081, -3.304, -1.678], [2.241, 0.790, -0.862], [-1.659, 0.878, 1.183], [0.011, 2.651, 0.524], [1.474, -2.284, -1.604], [0.551, 2.598, 1.483], [-1.498, -0.006, -1.959], [0.716, 2.953, -0.266], [0.866, -2.911, -0.057], [-2.550, 1.532, 1.152], [1.098, -0.598, 1.661], [1.616, 0.222, 2.175], [-1.930, -0.138, 0.905], [-0.760, 3.418, 0.642], [0.184, 0.079, -2.445], [-0.795, -1.326, -3.007], [-0.613, -0.616, -2.173], [0.533, -0.022, 0.026], [-1.266, 0.888, 2.213], [-0.655, 1.361, 0.244], [0.574, -2.535, -1.056], [-0.277, -1.331, -0.969], [1.777, -1.437, 1.573], [0.282, -0.861, 2.296]], "forces_ev_per_angstrom": [[-0.018, 0.119, 0.604], [-0.197, -0.300, -0.165], [0.029, 1.244, 0.254], [-0.722, -0.410, 0.592], [0.688, -0.124, -0.138], [0.118, 0.211, -0.064], [0.044, -0.222, -0.360], [-0.461, -0.292, 0.260], [-0.457, 0.120, -0.572], [0.230, -0.366, 0.034], [0.714, 0.217, 0.251], [0.073, -0.129, -0.216], [-0.207, -0.069, 0.053], [0.087, 0.059, -0.124], [0.040, 0.026, -0.664], [-0.032, 0.511, 0.337], [-0.477, -0.478, -1.094], [-2.164, 0.452, -0.486], [-0.279, -0.096, 0.026], [2.250, -1.690, -1.221], [-0.345, 0.388, -0.773], [1.578, 1.426, 2.949], [0.201, -0.157, 0.117], [-0.693, -0.439, 0.401]], "nbo_charge": [0.200, -0.413, -0.424, -0.417, 0.174, 0.163, 0.219, 0.220, 0.206, 0.198, -1.217, 0.255, 0.217, 0.195, 0.178, 0.198, -0.434, 1.938, 0.163, -0.855, -0.419, -0.845, 0.251, 0.249]}

{"formula": "C5H15HgIN2O2", "method": "the ωB97M-V functional and the def2-TZVPD basis", "e_homo_ha": -0.235, "largest_force_ev_per_a": 1.789, "e_above_lowest_kcal_mol": 40.6, "lumo_ev": 0.190, "elements": ["H", "H", "H", "N", "C", "H", "O", "N", "H", "H", "H", "I", "H", "H", "H", "C", "C", "H", "Hg", "O", "C", "H", "H", "H", "H", "C"], "positions_angstrom": [[-0.382, -0.196, 3.034], [-1.862, -0.583, 0.607], [-0.091, 2.787, -3.625], [-0.533, -0.378, 2.048], [1.812, 0.081, 2.958], [-1.878, 0.703, -3.961], [1.610, 0.207, 1.523], [-1.873, -0.375, 1.610], [-0.160, -2.544, -3.054], [0.809, 2.879, -2.061], [0.807, -3.518, -1.909], [2.480, -1.838, -3.048], [0.248, -1.899, -1.416], [-2.108, 0.327, -2.220], [-1.760, -0.996, -3.383], [0.586, -2.508, -2.261], [0.777, 2.425, -3.061], [1.713, 2.610, -3.606], [0.581, 0.348, -2.763], [0.023, 0.052, -0.092], [0.367, -0.016, 1.095], [2.881, 0.238, 3.080], [1.270, 0.863, 3.512], [-2.409, -1.042, 2.157], [1.541, -0.916, 3.338], [-1.568, 0.052, -3.134]], "forces_ev_per_angstrom": [[-0.281, 0.140, -0.562], [-0.029, -0.035, 0.484], [0.217, -0.280, 0.157], [0.216, -0.185, -0.235], [0.518, 0.189, -0.419], [0.181, -0.179, 0.205], [0.001, -0.109, 0.759], [-0.756, 0.366, 0.197], [0.308, 0.187, 0.074], [0.065, 0.175, -0.425], [-0.125, 0.084, -0.049], [-0.314, -0.138, 0.179], [0.298, -0.025, -0.353], [0.090, -0.078, -0.181], [-0.521, 0.162, -0.044], [-0.007, -1.181, 0.443], [1.358, 1.027, 0.188], [-0.350, 0.487, 0.203], [-1.132, 0.896, -0.542], [0.978, -0.134, 1.492], [-1.026, -0.215, -0.792], [-0.099, -0.031, 0.128], [0.155, -0.171, -0.254], [0.265, -0.182, -0.402], [0.105, 0.278, -0.303], [-0.116, -1.048, 0.050]], "nbo_charge": [0.398, 0.399, 0.207, -0.493, -0.282, 0.205, -0.479, -0.661, 0.239, 0.208, 0.214, 0.105, 0.245, 0.201, 0.178, -0.753, -1.213, 0.202, 1.202, -0.699, 0.871, 0.220, 0.185, 0.357, 0.190, -1.248]}